Molecular formula: ITi
Method: DFT, ωB97M-V/def2-TZVPD

Last column: Mulliken charge in e.
Cartesian coordinates (Å):
Ti: -1.2654 -0.0864 0.7105  -0.359
I: 1.2654 0.0864 -0.7105  -0.641

Results
LUMO energy (spin up / spin down): 3.37 / 3.45 eV
E: -31214.369 eV
Net charge: -1
2S+1: 5
<S²>: 6.002
HOMO level (spin up / spin down): -1.50 / -4.78 eV

Molecular formula: ITi
Method: DFT, ωB97M-V/def2-TZVPD

Last column: Mulliken charge in e.
Cartesian coordinates (Å):
Ti: 25.8480 27.2458 1.3402  0.579
I: 24.6426 23.8485 -0.8312  -0.579

Results
LUMO energy (spin up / spin down): -2.09 / -3.18 eV
E: -31210.885 eV
2S+1: 4
<S²>: 3.774
Relative energy (zero: lowest compared OMol25 entry of this formula, charge and spin): 50.7 kcal/mol
HOMO level (spin up / spin down): -8.10 / -7.48 eV

Molecular formula: In2O12P3Y3
Method: DFT, ωB97M-V/def2-TZVPD

Last column: Mulliken charge in e.
Cartesian coordinates (Å):
In: -10.7829 3.0843 -9.4383  0.988
In: -8.7440 4.4531 -15.6383  0.998
Y: -9.6103 0.8050 -13.1744  1.757
Y: -4.7852 1.3189 -13.4047  1.935
Y: -5.4814 5.0219 -11.1966  2.198
P: -12.7981 1.7935 -12.5314  0.614
O: -11.3191 1.9523 -12.9316  -0.227
O: -13.3233 0.4154 -12.9491  -0.199
O: -13.7218 2.9233 -12.8966  -0.193
O: -13.0913 1.6138 -11.0453  -0.231
P: -7.5479 2.1824 -11.9601  0.888
O: -6.8511 3.3915 -11.2978  -0.497
O: -8.8471 1.6294 -11.3238  -0.502
O: -6.7780 0.9964 -12.5173  -0.598
O: -8.2624 2.8928 -13.2157  -0.522
P: -3.5951 4.0923 -13.8183  0.837
O: -3.0192 2.6398 -13.8495  -0.458
O: -2.4735 4.6654 -12.9328  -0.141
O: -4.7242 3.5820 -12.8483  -0.397
O: -4.0641 4.5610 -15.0813  -0.253

Results
LUMO energy: -24.91 eV
E: -65832.623 eV
Net charge: +6
Relative energy (zero: lowest compared OMol25 entry of this formula, charge and spin): 84.6 kcal/mol
HOMO level: -26.30 eV

Molecular formula: InO12PS2
Method: DFT, ωB97M-V/def2-TZVPD

Last column: Mulliken charge in e.
Cartesian coordinates (Å):
In: 0.6161 -12.1104 8.2750  0.726
P: 2.8610 -14.3961 9.9921  0.912
O: 3.1095 -14.6085 11.5224  -0.435
O: 1.3996 -14.5433 9.6304  -0.481
O: 3.6704 -15.4278 9.1344  -0.580
O: 3.0934 -12.8882 9.5640  -0.343
S: 2.6407 -13.1881 5.5338  1.261
O: 2.3636 -11.7947 5.8895  -0.505
O: 4.0600 -13.4890 5.4294  -0.651
O: 2.0206 -13.8936 6.6561  -0.406
O: 1.9068 -13.4355 4.2514  -0.654
S: 0.8471 -11.1294 11.8551  1.116
O: -0.1147 -10.1454 12.4021  -0.794
O: 0.0516 -12.1332 11.1203  -0.744
O: 1.5790 -10.5005 10.7731  -0.737
O: 1.7059 -11.7539 12.8271  -0.683

Results
LUMO energy (spin up / spin down): 6.38 / 5.04 eV
E: -60698.443 eV
Net charge: -3
2S+1: 2
<S²>: 1.789
HOMO level (spin up / spin down): 2.08 / 2.14 eV

Molecular formula: KLi
Method: DFT, ωB97M-V/def2-TZVPD

Last column: Mulliken charge in e.
Cartesian coordinates (Å):
Li: -0.9994 -2.0532 -1.7053  1.000
K: 0.9994 2.0532 1.7053  1.000

Results
LUMO energy: -8.75 eV
E: -16514.797 eV
Net charge: +2
Relative energy (zero: lowest compared OMol25 entry of this formula, charge and spin): 0.0 kcal/mol
HOMO level: -31.88 eV

Molecular formula: KO8S2
Method: DFT, ωB97M-V/def2-TZVPD

Last column: Mulliken charge in e.
Cartesian coordinates (Å):
K: 1.1203 -1.5256 -1.2569  0.941
S: -2.0799 -1.0267 -0.0440  1.001
O: -1.7619 0.3608 -0.3710  -0.626
O: -3.5210 -1.2677 -0.0987  -0.795
O: -1.4752 -1.9125 -1.0686  -0.869
O: -1.5101 -1.3584 1.2936  -0.710
S: 1.8647 1.3564 0.3056  1.173
O: 0.8263 2.3940 0.5005  -0.727
O: 1.4370 0.1258 1.0323  -0.765
O: 1.9390 1.0220 -1.1277  -0.847
O: 3.1609 1.8318 0.8349  -0.776

Results
LUMO energy: 5.83 eV
E: -54372.158 eV
Net charge: -3
Relative energy (zero: lowest compared OMol25 entry of this formula, charge and spin): 19.8 kcal/mol
HOMO level: 3.24 eV

Molecular formula: N2
Method: DFT, ωB97M-V/def2-TZVPD

Last column: Mulliken charge in e.
Cartesian coordinates (Å):
N: -0.1545 -0.1313 0.9074  0.000
N: 0.1545 0.1313 -0.9074  0.000

Results
LUMO energy: -3.19 eV
E: -2969.605 eV
Relative energy (zero: lowest compared OMol25 entry of this formula, charge and spin): 264.6 kcal/mol
HOMO level: -11.58 eV

Molecular formula: N2P2S
Method: DFT, ωB97M-V/def2-TZVPD

Last column: Mulliken charge in e.
Cartesian coordinates (Å):
N: -0.7440 0.6243 -1.0002  -0.006
N: 0.9312 -0.3715 1.2154  -0.143
P: 0.4973 0.8183 -0.1878  0.116
P: 1.5073 -1.6931 1.7120  0.067
S: -2.1918 0.6221 -1.7393  -0.034

Results
LUMO energy (spin up / spin down): -1.85 / -0.99 eV
E: -32389.763 eV
Relative energy (zero: lowest compared OMol25 entry of this formula, charge and spin): 81.7 kcal/mol
HOMO level (spin up / spin down): -7.20 / -8.77 eV

Molecular formula: N3O21S3Sr4
Method: DFT, ωB97M-V/def2-TZVPD

Last column: Mulliken charge in e.
Cartesian coordinates (Å):
Sr: 2.8834 -1.1321 -0.4752  1.924
Sr: -2.0522 -0.7633 2.4867  2.174
Sr: -2.5127 -2.7527 -2.1652  1.895
Sr: 0.2309 3.7532 0.2296  2.083
N: -0.9809 -4.0213 0.8385  0.681
O: -0.0506 -4.5871 1.3501  -0.523
O: -1.5955 -3.0479 1.2852  -0.485
O: -1.3826 -4.1548 -0.4180  -0.755
N: -4.7856 -1.3481 0.5672  0.710
O: -5.9253 -1.2890 0.9644  -0.525
O: -3.9355 -0.5728 1.0224  -0.729
O: -4.2877 -2.0857 -0.3134  -0.602
N: -0.5091 -0.0052 -0.2776  0.857
O: -0.7766 1.1247 0.1716  -0.311
O: 0.3420 -0.1498 -1.0567  -0.857
O: -1.3830 -0.8746 -0.1729  -0.339
S: 3.0638 -0.4607 -4.4589  1.123
O: 2.5134 -0.3530 -3.1082  -0.551
O: 4.4851 -0.6675 -4.5039  -0.572
O: 2.4582 -1.2965 -5.4402  -0.616
O: 3.0458 0.9921 -4.6445  -0.376
S: -0.6013 2.5234 3.4948  0.642
O: -0.8532 1.1983 3.0402  -0.799
O: 0.4313 2.6325 4.5369  -0.704
O: -0.0655 3.2186 2.3991  -0.785
O: -1.9264 3.0329 3.9548  -0.753
S: 2.8989 2.2779 0.1342  1.460
O: 1.8980 2.1725 -0.9527  -0.825
O: 4.1311 2.6783 -0.3747  -0.619
O: 2.2490 3.0425 1.2089  -0.859
O: 2.9927 0.9152 0.6776  -0.967

Results
LUMO energy: -3.30 eV
E: -83309.353 eV
2S+1: 2
<S²>: 0.759
HOMO level: -6.98 eV

Molecular formula: N3O5S
Method: DFT, ωB97M-V/def2-TZVPD

Last column: Mulliken charge in e.
Cartesian coordinates (Å):
N: -0.4676 1.5872 -2.7952  -0.368
N: 0.8011 -1.6664 0.3023  0.316
N: 0.4222 0.9266 -2.7072  0.835
O: 0.0800 -1.6208 -0.6961  -0.475
O: 0.6346 -0.8570 1.3534  -0.442
O: 1.2426 0.1472 -2.4853  -0.470
O: -0.5615 0.1295 3.4555  -0.474
O: -1.6932 0.7362 1.4361  -0.498
S: -0.4582 0.6174 2.1366  0.576

Results
LUMO energy: 3.79 eV
E: -25539.793 eV
Net charge: -1
Relative energy (zero: lowest compared OMol25 entry of this formula, charge and spin): 12.3 kcal/mol
HOMO level: -4.29 eV

Question: E of number 4 (InO12PS2)?
Answer: -60698.443 eV